Below is a cluster of 2 separate species, C2H3N2O2 in total, with properties calculated with ωB97M-V with the def2-TZVPD basis set.

Last column: Löwdin charge in e.
Element x y z (Å)
C -0.549 0.171 -0.022  -0.4591
O 3.519 0.089 0.001  -0.1837
O 1.810 -1.192 0.181  -0.2032
N 0.094 1.266 0.053  0.1309
C -1.958 0.162 0.051  -0.0016
H -0.194 -0.903 -0.197  0.0945
N 2.292 -0.073 0.040  -0.3785
H -2.488 -0.541 -0.416  -0.0218
H -2.527 1.022 0.310  0.0224

The charge is -1. Its max |F| is 0.0769 hartree/bohr. As for the LUMO energy (spin up / spin down): 3.03 / 3.72 eV. The energy above the lowest of the compared OMol25 structures with the same formula, charge and spin comes out at 514.05 kJ/mol.



Below is an isolated molecule of C2HCl3OS, with properties calculated with ωB97M-V with the def2-TZVPD basis set.

Last column: Löwdin charge in e.
Element x y z (Å)
O 1.709 -2.194 -1.181  -0.5344
Cl 0.540 2.125 -0.208  0.5974
C -0.117 -0.673 -0.262  -0.4069
Cl -0.157 0.802 2.221  0.4545
C -0.470 0.879 0.345  -1.6324
Cl -2.131 1.201 -0.058  0.6021
S 1.357 -0.804 -1.007  0.9114
H -0.729 -1.337 0.149  0.0084

Its max |F| is 0.1511 hartree/bohr. As for the LUMO energy: -0.95 eV. The energy above the lowest of the compared OMol25 structures with the same formula, charge and spin comes out at 160.36 kJ/mol.



Below is a structure of composition C28H41AuClGeO2Si3Te, with properties calculated with ωB97M-V with the def2-TZVPD basis set.

Last column: Löwdin charge in e.
Element x y z (Å)
H 0.969 3.819 0.010  0.1303
C -0.095 -4.788 0.839  -0.1364
H -0.067 -7.411 -1.996  0.1046
C -0.642 -6.044 1.050  -0.0741
H -5.304 -1.058 3.365  0.0329
H -1.476 -1.135 -3.301  0.0207
C 2.953 0.985 -0.207  -0.3643
H 4.713 -0.255 -0.197  0.1084
H -5.514 -0.773 -2.135  0.0080
H -2.998 -0.366 -3.750  0.0155
H 5.052 -2.803 3.874  0.1043
H -2.957 1.939 -3.169  0.0161
C -5.151 -1.768 -1.868  -0.2192
C 3.435 3.366 0.220  -0.0784
H 3.071 4.380 0.339  0.1111
H -3.380 -4.249 -1.726  0.0410
Si -3.241 2.034 -0.701  0.2895
H -1.711 -3.676 -1.695  0.0066
H -5.629 -2.056 -0.928  0.0222
C -5.056 -0.838 2.321  -0.2191
Si -3.201 -0.720 2.122  0.2697
H 2.726 -2.028 4.201  0.1068
C 2.188 -2.278 2.143  -0.1367
C 4.804 -3.145 1.770  -0.0811
C -0.076 -6.677 -1.199  -0.0819
H -1.472 0.741 3.133  0.0266
H -1.067 -7.967 0.196  0.1036
C 0.481 -5.421 -1.412  -0.1599
Ge -2.571 -0.174 -0.107  0.5568
Si -3.285 -1.775 -1.728  0.2801
C 0.464 -4.474 -0.394  -0.5319
H -1.662 3.159 0.824  0.0075
H 5.823 -3.478 1.621  0.1052
C 4.768 3.107 0.314  -0.6758
H -2.874 -3.185 2.054  0.0215
C 4.370 -2.767 3.034  -0.0798
C 4.357 0.764 -0.085  -0.0012
Cl 5.910 4.393 0.620  0.6297
H 0.919 -5.184 -2.375  0.0910
H -5.478 -2.467 -2.645  0.0334
H -5.574 1.771 0.130  0.0200
H -5.436 3.070 -1.066  0.0358
H 6.291 1.589 0.253  0.1054
C -2.711 -3.497 -1.296  -0.2109
H 4.274 -3.387 -0.295  0.0959
C -5.106 2.057 -0.817  -0.2170
H -5.476 -1.632 1.697  0.0208
C 2.622 -2.668 0.882  -0.5032
H -3.284 3.115 1.536  0.0151
H -2.562 -2.545 3.677  0.0374
O 2.174 0.010 -0.483  -0.3131
H 1.179 -1.912 2.290  0.0758
C -2.432 -2.352 2.607  -0.2293
H -0.113 -4.059 1.635  0.0772
H -5.477 1.382 -1.591  0.0103
Au -0.108 -0.358 -0.077  0.5104
C -2.727 3.262 0.607  -0.2160
H -2.663 -3.662 -0.218  0.0099
H -1.444 2.373 -2.357  0.0187
O 0.122 2.029 -0.209  -0.1361
H -1.079 -6.283 2.012  0.1073
C 2.508 2.329 -0.027  -0.1286
C -2.547 0.595 3.276  -0.2242
H -3.036 1.555 3.097  0.0107
H -5.547 0.099 2.046  0.0181
Te 1.341 -2.592 -0.782  1.5011
C 3.932 -3.094 0.689  -0.1414
H -2.731 -2.074 -4.131  0.0332
H -2.728 3.582 -2.551  0.0344
H -2.720 0.314 4.320  0.0327
C 5.230 1.787 0.165  -0.0938
C 1.128 2.729 -0.082  -0.1910
H -2.915 4.282 0.258  0.0358
C -0.637 -6.988 0.030  -0.0802
C 3.064 -2.333 3.219  -0.0733
C -2.526 2.525 -2.353  -0.2159
H -1.364 -2.331 2.386  -0.0095
C -2.555 -1.295 -3.383  -0.2255

As for the multiplicity: 2. Its max |F| is 0.0112 hartree/bohr. As for the LUMO energy (spin up / spin down): 0.28 / -1.79 eV. Its expectation value of S² is 0.759.



What is the formula in the second record? C2HCl3OS



Among the records above, which one has the highest max |F|? C2HCl3OS



What is the max |F| in the second record? 0.1511 hartree/bohr



What is the max |F| in the third record? 0.0112 hartree/bohr